{"formula": "C48H120N8", "method": "the ωB97M-V functional and the def2-TZVPD basis", "fmax_ev_per_a": 2.63, "e_lumo_ev": 0.214, "relative_energy_kcal_mol": 72.07, "e_tot_ev": -63637.6527, "elements": ["C", "C", "N", "C", "C", "C", "C", "H", "H", "H", "H", "H", "H", "H", "H", "H", "H", "H", "H", "H", "H", "H", "C", "C", "N", "C", "C", "C", "C", "H", "H", "H", "H", "H", "H", "H", "H", "H", "H", "H", "H", "H", "H", "H", "C", "C", "N", "C", "C", "C", "C", "H", "H", "H", "H", "H", "H", "H", "H", "H", "H", "H", "H", "H", "H", "H", "C", "C", "N", "C", "C", "C", "C", "H", "H", "H", "H", "H", "H", "H", "H", "H", "H", "H", "H", "H", "H", "H", "C", "C", "N", "C", "C", "C", "C", "H", "H", "H", "H", "H", "H", "H", "H", "H", "H", "H", "H", "H", "H", "H", "C", "C", "N", "C", "C", "C", "C", "H", "H", "H", "H", "H", "H", "H", "H", "H", "H", "H", "H", "H", "H", "H", "C", "C", "N", "C", "C", "C", "C", "H", "H", "H", "H", "H", "H", "H", "H", "H", "H", "H", "H", "H", "H", "H", "C", "C", "N", "C", "C", "C", "C", "H", "H", "H", "H", "H", "H", "H", "H", "H", "H", "H", "H", "H", "H", "H"], "positions_angstrom": [[-6.25968, -0.91849, -7.24231], [-5.83374, -1.15926, -5.78229], [-5.53313, 0.16550, -5.11484], [-4.16870, 0.56607, -5.47916], [-3.86868, 2.11957, -5.31542], [-5.70899, 0.12651, -3.67143], [-7.24560, 0.05672, -3.34992], [-6.65739, -1.83684, -7.67423], [-5.47443, -0.56511, -7.91060], [-7.08669, -0.21781, -7.35727], [-6.62907, -1.74480, -5.32110], [-5.01017, -1.86617, -5.68171], [-3.41366, 0.04958, -4.88650], [-4.04240, 0.23552, -6.51012], [-4.13934, 2.55897, -4.35534], [-2.81568, 2.33548, -5.49620], [-4.42205, 2.67348, -6.07375], [-5.32782, 1.00601, -3.15250], [-5.09481, -0.69236, -3.29683], [-7.89411, 0.79433, -3.82266], [-7.45601, 0.02609, -2.28086], [-7.68823, -0.87331, -3.70661], [-5.48696, 2.50283, 2.71741], [-4.82677, 1.87533, 3.91335], [-3.73147, 2.70861, 4.42096], [-2.91899, 1.91338, 5.30363], [-1.58483, 2.63932, 5.45466], [-4.18159, 4.02253, 4.92609], [-5.19071, 3.84807, 6.04649], [-5.95137, 3.48403, 2.81579], [-6.27351, 1.87394, 2.30035], [-4.82425, 2.62963, 1.86135], [-5.51504, 1.64363, 4.72618], [-4.45232, 0.93933, 3.49887], [-3.30161, 1.74331, 6.30999], [-2.78984, 0.91645, 4.88228], [-0.79741, 2.06712, 5.94523], [-1.12604, 3.05175, 4.55604], [-1.65392, 3.53590, 6.07067], [-4.71617, 4.59233, 4.16606], [-3.34137, 4.63057, 5.26140], [-4.90995, 3.22436, 6.89517], [-6.12937, 3.49941, 5.61585], [-5.51884, 4.75047, 6.56234], [7.77403, -1.80053, 6.83486], [6.52241, -2.34349, 6.14557], [5.33443, -2.48012, 7.00866], [4.14998, -2.96921, 6.21495], [2.87353, -2.81212, 6.96857], [5.50961, -3.21870, 8.25566], [5.71635, -4.78887, 8.18019], [7.50952, -1.03905, 7.56853], [8.47522, -1.45811, 6.07382], [8.22408, -2.60261, 7.41986], [6.26104, -1.68355, 5.31837], [6.70313, -3.31704, 5.68988], [3.94850, -2.30705, 5.37290], [4.39765, -3.96199, 5.83925], [1.99600, -2.94477, 6.33576], [2.76382, -3.65280, 7.65362], [2.84973, -1.85810, 7.49526], [4.59385, -2.99413, 8.80253], [6.35816, -2.79135, 8.78991], [5.72086, -5.14439, 9.21057], [6.60933, -5.09303, 7.63413], [4.81015, -5.17188, 7.71093], [-5.46900, -5.61388, -2.03459], [-6.96924, -5.63804, -1.77513], [-7.32286, -6.23431, -0.43827], [-8.75859, -6.47944, -0.29529], [-9.30346, -7.43090, -1.40415], [-6.76731, -5.47722, 0.75209], [-7.21433, -4.05311, 0.99361], [-5.11819, -6.64553, -2.06140], [-4.92536, -4.97929, -1.33470], [-5.35585, -5.13946, -3.00939], [-7.33369, -4.61079, -1.76982], [-7.45661, -6.20098, -2.57116], [-9.01789, -6.93445, 0.66066], [-9.28201, -5.52989, -0.40703], [-10.34220, -7.63947, -1.14797], [-9.27292, -7.06791, -2.43148], [-8.69674, -8.33393, -1.47139], [-5.68036, -5.55782, 0.76344], [-7.04096, -6.06169, 1.63051], [-8.22851, -3.96447, 1.38308], [-7.29794, -3.43140, 0.10221], [-6.55690, -3.55094, 1.70334], [2.87393, 2.06083, -5.66550], [4.07905, 1.47936, -4.86138], [5.21374, 2.41361, -4.82794], [4.93203, 3.73454, -4.25279], [4.37179, 3.77302, -2.87348], [5.86674, 2.40446, -6.14637], [6.92186, 3.47249, -6.26801], [3.07964, 2.19802, -6.72708], [2.61093, 3.06586, -5.33558], [2.10782, 1.28863, -5.59579], [3.85449, 1.26849, -3.81581], [4.38541, 0.52420, -5.28791], [5.88899, 4.25361, -4.19917], [4.28163, 4.27822, -4.93798], [4.05266, 4.77337, -2.58096], [3.47083, 3.16767, -2.77384], [5.11211, 3.45375, -2.13992], [5.20967, 2.42914, -7.01572], [6.36205, 1.44558, -6.29906], [7.64039, 3.42361, -5.44982], [6.46941, 4.46301, -6.31571], [7.49811, 3.39706, -7.19016], [-0.98393, 6.61549, 0.88614], [-2.16671, 6.73724, -0.07009], [-1.89535, 7.50257, -1.26503], [-1.37062, 8.91259, -0.97526], [-2.49346, 9.72467, -0.32191], [-0.95473, 6.89929, -2.21977], [-1.03076, 7.45388, -3.67128], [-0.15144, 6.13149, 0.37545], [-1.14818, 5.90682, 1.69787], [-0.69731, 7.62881, 1.16746], [-2.49690, 5.73034, -0.32545], [-2.99451, 7.25720, 0.41210], [-0.46995, 8.91808, -0.36137], [-1.10537, 9.36126, -1.93257], [-2.71960, 9.39270, 0.69139], [-2.18352, 10.76204, -0.19590], [-3.35375, 9.92995, -0.95898], [-1.11724, 5.82188, -2.24953], [0.07774, 6.91314, -1.87063], [-0.89308, 8.52879, -3.78844], [-2.02507, 7.15980, -4.00738], [-0.32923, 6.91327, -4.30665], [5.39117, -3.90435, -2.21193], [6.16230, -4.66924, -1.12329], [7.60622, -4.34824, -1.22277], [7.96572, -2.91912, -1.01712], [7.84691, -2.44760, 0.45420], [8.45414, -5.32189, -0.42776], [9.94385, -5.18192, -0.57451], [5.32949, -2.82973, -2.04025], [4.33238, -4.14743, -2.12260], [5.80804, -4.14662, -3.18950], [5.69838, -4.56361, -0.14262], [6.07281, -5.71599, -1.41381], [8.94668, -2.72836, -1.45234], [7.36751, -2.34334, -1.72331], [7.71836, -1.37003, 0.55625], [6.92008, -2.78755, 0.91627], [8.61763, -2.84646, 1.11374], [8.13071, -6.29134, -0.80678], [8.23636, -5.21581, 0.63498], [10.51188, -6.08366, -0.34580], [10.27841, -4.41893, 0.12836], [10.29537, -4.82700, -1.54331], [-0.42921, 0.50372, -0.41933], [-0.26651, 0.05884, 1.01323], [0.80036, -0.92427, 1.18946], [2.13966, -0.42852, 0.86394], [2.55003, 0.62790, 1.83366], [0.58757, -2.22168, 0.55590], [-0.62253, -2.85764, 1.18133], [-1.16957, 1.29483, -0.53815], [-0.74723, -0.34718, -1.02176], [0.46213, 0.86778, -0.93027], [-0.07046, 0.90481, 1.67201], [-1.22224, -0.28436, 1.40933], [2.85795, -1.24449, 0.94370], [2.16665, -0.11582, -0.17989], [1.86728, 1.47660, 1.87451], [2.36226, 0.24137, 2.83538], [3.57779, 0.93091, 1.63370], [1.37395, -2.94488, 0.77197], [0.48916, -2.18997, -0.52918], [-0.56940, -2.97909, 2.26324], [-0.75191, -3.90340, 0.90249], [-1.49762, -2.25086, 0.94863]], "forces_ev_per_angstrom": [[-0.099, -0.410, -0.149], [-0.378, 1.114, -0.186], [0.263, -0.508, -0.481], [-0.125, 1.363, 0.297], [-0.552, -0.981, -0.830], [-1.672, 0.177, -0.176], [0.418, -1.171, 0.198], [0.244, -0.267, -0.022], [0.184, -0.042, 0.176], [0.080, 0.215, 0.528], [-0.319, 0.698, 0.416], [0.654, 0.135, -0.299], [0.137, -0.446, 0.267], [0.310, 0.423, -0.033], [-0.027, -0.393, 0.125], [0.087, -0.213, 0.080], [-0.126, -0.008, -0.011], [0.169, 0.288, -0.526], [-0.347, -0.554, 0.603], [0.668, 0.537, 0.015], [0.204, 0.304, 0.120], [0.238, -0.273, -0.089], [-0.990, 0.440, -1.192], [0.163, 0.796, -0.476], [-0.688, -0.372, -0.934], [1.515, 0.987, 0.050], [1.057, 0.364, 0.641], [-0.253, -0.604, 0.818], [-1.047, 0.454, 0.770], [-0.010, 0.033, 0.558], [-0.184, -0.255, 0.292], [0.556, -0.089, 0.251], [-0.411, -0.216, -0.085], [0.446, -0.119, 0.528], [-0.492, 0.056, 0.279], [0.092, 0.126, -0.250], [-0.141, -0.388, 0.043], [-0.402, -0.496, -0.525], [-0.411, -0.027, 0.302], [0.443, -0.182, -0.376], [0.145, -0.220, -0.197], [0.259, -0.439, -0.352], [-0.006, -0.433, 0.139], [0.385, 0.578, -0.319], [-0.590, -0.823, 0.276], [-0.700, -0.166, 0.266], [-0.495, 0.326, -0.851], [1.393, 1.371, 0.109], [-0.683, -1.486, 0.841], [0.354, -0.626, -0.516], [-0.925, 1.593, 0.082], [0.061, 0.359, -0.338], [0.049, 0.141, 0.270], [0.322, -0.013, -0.082], [-0.210, 0.110, 0.042], [0.530, -0.304, -0.262], [1.024, 0.054, -0.408], [-0.521, -0.313, -0.134], [0.088, 0.411, -0.290], [-0.068, 0.231, 0.630], [-0.090, -0.098, -0.046], [0.203, -0.294, 0.438], [-0.125, 0.146, 0.086], [0.251, -0.195, -0.082], [-0.069, 0.019, 0.080], [0.197, -0.439, -0.131], [-0.690, 0.093, -0.259], [0.001, 0.001, 1.851], [0.800, 0.246, 0.376], [0.216, -0.129, -1.804], [0.341, 0.228, 0.439], [-0.335, -1.192, -0.699], [-0.653, 0.744, -0.253], [0.392, 0.194, 0.082], [0.037, -0.309, 0.165], [0.286, -0.189, -0.172], [-0.287, 0.294, -0.437], [-0.014, 0.076, 0.234], [0.357, 0.168, 0.142], [-0.506, 0.263, 0.264], [0.036, -0.325, -0.166], [-0.187, 0.565, 0.204], [-0.176, -0.255, 0.473], [0.048, 0.169, -0.465], [-0.215, -0.173, -0.005], [-0.062, -0.389, 0.319], [0.566, -0.043, -0.260], [0.053, -0.016, -0.040], [0.650, -0.864, 0.299], [0.001, 1.419, -0.103], [0.272, -1.018, -0.262], [0.607, -0.066, -1.185], [-0.600, -0.438, 0.849], [0.693, -0.042, 0.333], [0.265, 0.550, -0.413], [0.314, -0.291, -0.026], [-0.512, -0.357, 0.440], [-0.587, 0.558, 0.061], [-0.589, -0.017, -0.072], [0.216, 0.092, -0.139], [-0.104, 0.132, -0.265], [-0.154, 0.502, -0.092], [0.204, 0.183, -0.245], [0.028, -0.198, 0.094], [-0.080, -0.217, 0.036], [-0.613, 0.521, 0.017], [0.051, -0.310, 0.450], [-0.095, 0.076, 0.113], [0.091, 0.094, 0.230], [-0.070, -0.318, -0.100], [0.188, -0.342, -0.524], [0.153, -0.108, 0.399], [1.526, 1.741, -1.240], [-1.987, -1.029, -0.210], [0.796, 1.224, -0.024], [0.266, -0.298, -0.095], [-0.683, -0.942, 0.823], [0.243, 0.306, -0.297], [-0.417, 0.557, 0.421], [0.227, -0.383, 0.652], [-0.215, 0.063, -0.320], [-0.101, -0.278, 0.221], [0.101, -0.121, 0.098], [-0.081, -0.089, 0.093], [-0.412, -0.201, -0.241], [0.635, 0.136, 0.272], [-0.279, -1.048, 0.054], [-0.521, -0.133, -0.203], [0.436, 0.536, 0.230], [0.038, -0.146, 0.132], [-0.102, 0.393, -0.305], [0.190, 0.134, 0.073], [-0.510, 0.100, 0.978], [0.868, 0.415, -1.362], [0.910, -0.155, 0.650], [-0.390, -0.717, 0.177], [-0.724, -0.020, -0.293], [-1.302, 0.614, -1.075], [0.772, 0.953, -0.019], [0.609, 0.136, -0.132], [-0.070, -0.569, -0.394], [-0.213, 0.175, 0.026], [0.083, 0.241, 0.339], [0.070, -0.193, 0.277], [0.399, -0.335, 0.478], [-0.477, 0.116, 0.461], [0.689, 0.148, -0.130], [-0.260, -0.419, -0.257], [0.306, 0.300, -0.213], [-0.050, -0.144, 0.338], [-0.315, -0.355, 0.257], [-0.319, -0.147, 0.082], [0.234, 0.047, 0.084], [-0.331, -0.177, -0.260], [-0.436, 0.075, -0.870], [0.458, 0.350, 0.150], [0.871, -0.843, 0.139], [-0.779, -0.211, -0.049], [-0.366, 0.538, 0.516], [-0.604, -0.364, 0.988], [-0.914, -0.573, 0.140], [-0.169, -0.053, 0.126], [-0.248, -0.017, -0.104], [0.258, 0.073, 0.417], [0.293, 0.098, -0.103], [0.092, -0.456, -0.145], [-0.188, -0.242, 0.047], [0.286, 0.354, -0.257], [0.300, 0.384, -0.701], [0.779, -0.338, 0.174], [-0.075, 0.200, 0.412], [0.686, 0.605, 0.026], [-0.054, 0.133, -0.337], [0.358, 0.686, 0.167], [-0.234, 0.102, -0.757], [-0.313, -0.490, 0.025]]}